No. 1
116
Properties=species:S:1:pos:R:3:forces:R:3:mulliken_spin:R:1 method="wB97M-V/def2-TZVPD" mol_weight_g_mol=1368.590 s2=0.75 orbital_gap_ev="7.12 / 6.30" spin_multiplicity=2 de_lowest_kcal_mol=28.8 total_energy_ev=-160572.235
Pb -22.146 -3.177 -8.184 -0.07 -0.14 -0.08 -0.06
C -23.855 -3.857 -5.303 -1.04 -0.76 -0.72 0.00
Si -22.818 -2.372 -4.961 0.25 0.91 0.74 0.00
C -24.081 -1.057 -4.530 -0.75 1.31 1.31 0.01
C -24.180 -0.353 -3.291 0.12 -1.08 -0.38 0.00
C -25.166 0.615 -3.040 1.63 -0.10 0.65 0.00
C -25.982 1.024 -4.048 -1.02 -0.48 -1.66 0.00
C -25.899 0.391 -5.284 1.06 -0.66 -0.46 0.00
C -24.973 -0.624 -5.534 0.48 -0.44 -0.42 0.00
P -24.788 -1.252 -7.322 0.32 0.82 1.17 -0.01
C -24.585 0.402 -8.147 0.09 0.54 -0.96 -0.01
C -25.271 0.691 -9.361 -0.10 -1.24 1.20 0.00
C -25.079 1.885 -10.023 -0.50 0.23 -0.84 0.00
C -24.157 2.808 -9.531 -0.38 0.63 -0.81 -0.03
C -23.420 2.540 -8.384 -0.71 -1.14 -0.14 0.01
C -23.629 1.339 -7.686 -0.74 -0.40 -0.66 0.00
C -26.454 -1.775 -7.779 -0.71 0.21 0.59 0.00
C -26.482 -2.624 -8.868 0.97 -0.37 -1.61 0.00
C -27.686 -2.932 -9.509 0.07 -0.63 -0.03 0.00
C -28.858 -2.504 -8.910 -0.51 -0.28 -0.38 0.00
C -28.874 -1.772 -7.736 0.57 0.05 0.37 0.00
C -27.672 -1.400 -7.169 0.44 0.40 0.89 0.00
C -21.656 -3.109 -3.637 -0.66 0.65 -0.91 0.00
C -21.931 -3.103 -2.282 0.97 -1.02 1.58 0.00
C -21.075 -3.836 -1.397 -0.73 0.72 -2.02 0.00
C -19.980 -4.532 -1.902 -0.98 0.36 2.16 0.00
C -19.781 -4.547 -3.242 1.39 -1.04 -1.17 0.00
C -20.571 -3.858 -4.135 -0.34 0.42 0.41 0.01
P -20.180 -3.994 -5.906 -1.21 -0.28 -0.40 -0.03
C -18.732 -2.963 -6.220 -0.80 -0.15 0.62 0.00
C -17.972 -2.338 -5.241 0.80 0.45 -2.18 0.00
C -16.950 -1.456 -5.673 -0.90 -0.40 0.31 0.00
C -16.782 -1.170 -7.031 0.17 -0.99 0.77 -0.01
C -17.569 -1.878 -7.959 1.23 1.64 -0.48 0.04
C -18.564 -2.728 -7.573 0.99 0.45 0.60 0.03
C -19.607 -5.699 -6.007 0.52 -0.07 -0.24 0.00
C -20.404 -6.764 -5.598 -0.91 -0.05 0.36 0.00
C -19.895 -8.055 -5.599 -1.16 -1.13 1.03 0.00
C -18.606 -8.285 -6.009 0.94 -0.47 -0.17 0.00
C -17.828 -7.238 -6.474 -0.20 0.55 -0.38 0.00
C -18.334 -5.934 -6.519 -0.31 -1.25 0.64 0.00
H -24.300 -4.187 -4.346 0.25 0.31 -0.17 0.00
H -23.260 -4.692 -5.642 0.23 -0.48 -0.17 0.00
H -24.704 -3.774 -6.014 0.47 0.13 0.33 0.00
H -23.456 -0.639 -2.514 -0.50 0.37 -0.20 0.00
H -25.170 1.147 -2.093 -0.07 -0.23 0.01 0.00
H -26.741 1.772 -3.972 -0.19 0.51 0.50 0.00
H -26.448 0.627 -6.179 -0.49 0.88 0.31 0.00
H -25.977 -0.086 -9.706 0.33 0.71 -0.06 0.00
H -25.677 2.099 -10.954 0.82 -0.18 1.12 0.00
H -24.081 3.748 -10.113 0.33 -0.56 0.69 0.00
H -22.680 3.215 -8.032 0.46 0.66 0.28 0.01
H -23.062 1.070 -6.811 0.15 0.24 0.22 0.03
H -25.511 -3.010 -9.297 -1.20 0.42 0.49 0.00
H -27.711 -3.576 -10.416 0.09 0.61 0.86 0.00
H -29.813 -2.786 -9.313 -0.21 -0.11 -0.37 0.00
H -29.799 -1.516 -7.234 -0.04 -0.03 -0.16 0.00
H -27.676 -0.853 -6.193 -0.02 -0.59 -1.19 0.00
H -22.800 -2.606 -1.818 0.45 -0.22 -0.59 0.00
H -21.361 -3.895 -0.386 0.00 0.03 1.19 0.00
H -19.351 -5.079 -1.196 -0.08 0.04 -0.43 0.00
H -18.989 -5.204 -3.613 -0.08 0.35 -0.04 0.00
H -18.165 -2.558 -4.229 0.00 -0.02 1.09 0.00
H -16.338 -1.023 -4.897 0.19 0.29 -0.14 0.00
H -15.950 -0.523 -7.331 -0.54 -0.19 -0.07 0.00
H -17.360 -1.659 -9.002 -0.27 -0.20 -0.09 0.01
H -19.157 -3.225 -8.292 -0.55 -0.45 -0.70 -0.06
H -21.439 -6.585 -5.239 0.79 -0.08 -0.23 0.00
H -20.477 -8.935 -5.177 0.52 1.38 -0.72 0.00
H -18.176 -9.296 -5.972 -0.27 0.49 -0.01 0.00
H -16.833 -7.432 -6.824 0.37 -0.05 -0.12 0.00
H -17.769 -5.099 -6.870 0.55 0.13 -0.17 0.00
S -21.907 -0.203 -10.796 0.53 -0.03 0.31 0.03
Sb -20.359 1.021 -9.385 -0.33 -0.42 -0.28 0.93
S -21.630 -1.267 -6.296 0.32 0.10 -0.31 0.01
S -19.810 -0.500 -11.176 -0.31 0.11 0.18 0.03
O -25.296 -6.313 -8.610 0.02 0.04 0.51 0.00
Cl -24.019 -6.019 -9.164 0.11 -0.40 -1.12 0.00
O -23.527 -7.141 -9.928 -0.25 0.48 0.19 0.00
O -23.014 -5.752 -8.116 -0.31 0.39 0.29 0.00
O -24.130 -4.829 -10.005 0.40 -0.27 0.45 0.00
O -20.397 -4.060 -9.777 -0.30 0.46 0.32 0.06
P -20.215 -4.893 -11.017 -0.48 -0.08 0.07 0.01
C -19.688 -6.537 -10.529 0.40 -1.13 0.10 0.00
C -18.593 -7.253 -11.096 -0.94 2.59 -0.95 0.00
C -18.202 -8.440 -10.632 0.66 -3.78 0.47 0.00
C -18.957 -9.102 -9.628 0.42 1.60 -0.86 0.00
C -20.005 -8.433 -9.050 -0.11 0.35 -0.25 0.00
C -20.366 -7.152 -9.490 -0.62 0.51 0.97 0.00
C -18.839 -4.291 -11.975 -0.20 0.30 0.02 -0.01
C -17.793 -3.657 -11.276 -1.15 -0.81 -0.74 0.01
C -16.671 -3.276 -11.965 0.27 0.78 1.50 0.00
C -16.587 -3.470 -13.320 2.54 0.70 -0.11 0.00
C -17.624 -4.019 -13.972 -1.47 -0.56 -2.46 0.00
C -18.774 -4.453 -13.347 -0.27 -0.12 0.20 0.00
C -21.712 -5.017 -12.058 0.39 0.12 0.04 -0.01
C -22.425 -3.926 -12.602 -0.17 -1.95 -0.36 0.00
C -23.445 -4.177 -13.523 1.25 -0.61 0.83 0.00
C -23.795 -5.484 -13.881 0.24 0.57 0.67 0.00
C -23.166 -6.539 -13.245 0.20 0.19 0.13 0.00
C -22.114 -6.306 -12.357 0.22 -0.36 -0.34 0.00
H -18.097 -6.837 -11.960 0.21 0.20 -0.01 0.00
H -17.388 -9.056 -11.121 -0.88 1.14 0.55 0.00
H -18.705 -10.086 -9.344 0.29 -0.93 0.39 0.00
H -20.559 -8.878 -8.252 -0.32 -0.20 0.29 0.00
H -21.187 -6.630 -8.944 0.73 -0.50 -0.68 0.00
H -17.956 -3.513 -10.228 0.31 0.21 0.41 0.00
H -15.924 -2.731 -11.394 0.27 -0.23 -0.30 0.00
H -15.639 -3.213 -13.848 -1.01 -0.02 0.36 0.00
H -17.653 -4.051 -15.059 0.44 -0.20 0.09 0.00
H -19.582 -4.898 -13.950 0.34 0.27 0.54 0.00
H -22.193 -2.948 -12.302 0.34 1.31 0.21 0.00
H -23.890 -3.337 -13.970 -0.79 0.82 -0.53 0.00
H -24.586 -5.628 -14.598 -0.10 -0.21 -0.11 0.00
H -23.472 -7.549 -13.420 -0.12 -0.41 -0.19 0.00
H -21.546 -7.130 -11.918 -0.55 0.13 -0.24 0.00



No. 2
116
Properties=species:S:1:pos:R:3:forces:R:3:mulliken_spin:R:1 method="wB97M-V/def2-TZVPD" mol_weight_g_mol=1415.687 s2=0.76 orbital_gap_ev="5.90 / 6.74" spin_multiplicity=2 de_lowest_kcal_mol=11.5 total_energy_ev=-174953.723 total_charge=-1
Pb -1.021 -1.423 0.853 -0.60 -0.94 -1.47 0.15
I -2.793 -0.096 2.945 -1.37 0.57 0.10 0.05
C -4.396 0.148 1.547 0.15 0.20 0.60 0.03
C -5.560 0.697 2.022 0.47 -0.09 0.18 0.00
C -6.662 0.853 1.171 -0.19 0.03 -0.28 0.00
C -6.581 0.451 -0.133 -0.10 0.12 0.14 0.00
C -5.396 -0.121 -0.639 0.18 -0.08 0.22 0.01
C -5.331 -0.570 -1.974 0.06 -0.12 -0.25 -0.01
C -4.183 -1.132 -2.460 -0.36 0.12 -0.04 0.01
C -3.049 -1.226 -1.640 0.17 0.02 0.50 -0.04
C -3.050 -0.817 -0.324 0.15 -0.22 -0.14 0.24
C -4.248 -0.275 0.204 -0.10 -0.14 -0.11 -0.04
H -5.628 1.004 3.055 -0.02 0.01 0.05 0.00
H -7.572 1.289 1.557 -0.08 0.03 0.03 0.00
H -7.424 0.557 -0.804 -0.07 0.01 0.02 0.00
H -6.216 -0.472 -2.592 0.00 -0.03 -0.03 0.00
H -4.148 -1.500 -3.478 0.02 0.01 -0.05 0.00
H -2.145 -1.643 -2.063 0.13 -0.15 -0.06 0.00
N -3.074 1.994 -1.748 -0.09 0.16 0.11 0.00
C -2.445 1.582 -2.886 0.16 0.01 -0.38 0.00
C -1.215 1.147 -2.498 -0.23 0.05 -0.32 0.01
N -1.093 1.288 -1.155 -0.50 -0.12 0.22 0.00
C -2.223 1.786 -0.728 0.08 0.14 0.05 0.00
H -4.025 2.314 -1.672 0.06 -0.06 0.03 0.00
H -2.910 1.637 -3.845 -0.15 -0.05 -0.25 0.00
H -0.428 0.727 -3.089 0.20 -0.11 -0.18 0.00
H -2.432 2.034 0.291 -0.16 0.05 0.26 0.00
O -2.066 -2.858 4.160 0.02 -0.05 0.10 -0.01
C -0.955 -3.244 3.819 -0.40 -0.55 0.71 0.01
N -0.191 -2.713 2.867 1.29 0.17 -0.47 0.05
S 1.209 -3.512 2.622 0.09 -0.50 0.61 0.00
O 1.272 -4.129 1.324 -0.21 0.02 -0.03 -0.01
O 2.353 -2.715 2.985 0.12 0.00 0.01 0.00
C 0.938 -4.729 3.917 -0.50 0.55 -0.21 0.00
C 1.717 -5.759 4.391 0.21 -0.08 -0.11 0.00
C 1.221 -6.516 5.446 0.13 0.06 -0.10 0.00
C -0.011 -6.222 6.011 -0.12 -0.01 0.06 0.00
C -0.777 -5.169 5.535 0.01 0.10 -0.16 0.00
C -0.287 -4.423 4.476 0.02 -0.35 0.19 0.01
H 2.683 -5.958 3.956 0.10 -0.11 -0.04 0.00
H 1.803 -7.339 5.834 0.07 -0.06 0.02 0.00
H -0.377 -6.823 6.833 -0.02 -0.04 0.05 0.00
H -1.739 -4.924 5.958 -0.10 0.04 0.05 0.00
Br -4.177 -7.128 -1.693 0.13 0.12 0.09 0.00
C -3.193 -5.725 -0.826 -0.10 -0.26 -0.16 -0.01
C -3.829 -4.967 0.136 -0.06 -0.02 0.11 0.02
C -3.132 -3.918 0.719 -0.03 0.00 -0.11 -0.03
C -1.841 -3.613 0.320 0.41 0.54 0.21 0.30
C -1.200 -4.441 -0.587 -0.06 0.07 0.01 -0.04
C -1.875 -5.502 -1.177 0.03 -0.09 -0.12 0.01
H -4.852 -5.178 0.413 -0.04 -0.04 0.03 0.00
H -3.623 -3.332 1.483 -0.15 0.19 0.07 0.00
H -0.162 -4.256 -0.821 0.12 -0.02 -0.18 0.01
H -1.388 -6.134 -1.909 0.00 -0.03 0.00 0.00
N 6.011 -4.875 -5.270 0.08 -0.05 -0.08 0.00
C 5.225 -4.369 -4.600 0.67 -0.43 -0.59 0.00
C 4.265 -3.748 -3.782 -0.82 0.52 0.72 0.00
C 2.977 -3.501 -4.272 0.30 -0.12 -0.06 0.00
C 2.044 -2.879 -3.476 -0.04 0.10 0.20 0.00
C 2.379 -2.484 -2.172 0.45 -0.25 -0.26 0.02
C 3.660 -2.768 -1.671 -0.23 0.03 -0.01 0.00
C 4.594 -3.381 -2.470 0.08 -0.15 -0.30 0.00
C 1.460 -1.771 -1.378 -0.62 0.26 0.20 0.03
C 0.670 -1.071 -0.760 -0.11 -1.10 -0.13 0.18
H 2.728 -3.796 -5.282 0.00 -0.03 -0.01 0.00
H 1.044 -2.686 -3.847 0.06 0.03 0.04 0.00
H 3.894 -2.496 -0.652 0.00 0.05 0.03 0.00
H 5.590 -3.577 -2.098 0.01 -0.05 0.01 0.00
C 1.294 0.063 3.606 0.01 -0.26 0.04 0.00
C 1.358 0.460 2.169 0.52 0.19 0.20 0.00
O 2.467 0.491 1.540 0.61 -0.30 0.28 0.01
N 0.293 0.882 1.550 -0.67 0.33 -0.34 0.01
Te 1.211 1.469 -0.153 0.82 1.66 0.63 -0.03
C 0.197 3.391 -0.105 -0.05 0.05 -0.08 0.01
C 0.142 4.017 -1.352 0.08 0.08 0.04 0.00
C 1.057 3.592 -2.458 0.00 0.16 -0.15 0.00
C -0.748 5.057 -1.576 -0.05 0.01 0.08 0.00
C -1.597 5.502 -0.575 -0.01 0.00 -0.05 0.00
C -2.614 6.574 -0.841 0.09 0.01 0.05 0.00
C -1.465 4.943 0.685 0.01 -0.03 -0.19 0.00
C -0.575 3.905 0.942 0.17 0.00 0.07 0.00
C -0.492 3.414 2.353 -0.10 0.01 0.22 0.00
C 3.117 2.656 -0.240 -0.04 -0.09 -0.11 0.01
C 3.387 3.975 0.128 -0.08 -0.12 0.19 0.00
C 2.684 4.658 1.264 -0.06 0.07 -0.06 0.00
C 4.377 4.694 -0.539 -0.04 -0.06 -0.11 0.00
C 5.136 4.129 -1.548 -0.02 -0.01 -0.03 0.00
C 6.135 4.938 -2.321 0.01 -0.05 0.04 0.00
C 4.956 2.779 -1.817 -0.10 0.15 0.01 0.00
C 3.964 2.049 -1.179 0.02 -0.01 0.16 0.00
C 3.822 0.587 -1.491 0.07 -0.02 -0.16 0.00
H 1.851 0.785 4.201 0.07 0.16 -0.03 0.00
H 1.770 -0.907 3.717 -0.03 0.06 0.14 0.00
H 0.264 0.030 3.951 -0.02 -0.03 0.04 0.00
H 1.261 2.525 -2.392 0.07 0.03 -0.40 0.00
H 2.011 4.114 -2.370 0.13 -0.03 -0.02 0.00
H 0.634 3.818 -3.434 -0.06 -0.06 -0.09 0.00
H -0.795 5.515 -2.555 -0.01 0.02 -0.14 0.00
H -2.740 6.723 -1.912 -0.04 0.07 -0.03 0.00
H -2.297 7.517 -0.395 -0.06 0.09 -0.02 0.00
H -3.578 6.308 -0.410 -0.06 0.03 0.01 0.00
H -2.092 5.302 1.491 -0.04 0.06 0.14 0.00
H -0.762 4.210 3.047 -0.01 0.10 0.00 0.00
H 0.506 3.062 2.587 -0.02 0.01 0.13 0.00
H -1.164 2.572 2.512 0.01 -0.03 0.10 0.00
H 2.381 3.929 2.011 -0.08 0.03 0.08 0.00
H 1.801 5.194 0.916 -0.06 0.03 0.09 0.00
H 3.356 5.379 1.730 0.00 0.01 0.07 0.00
H 4.542 5.731 -0.270 0.03 0.08 0.07 0.00
H 6.151 5.969 -1.976 0.05 0.08 0.01 0.00
H 5.890 4.938 -3.383 0.02 0.01 -0.06 0.00
H 7.134 4.517 -2.212 0.13 0.03 -0.03 0.00
H 5.583 2.299 -2.558 0.07 -0.11 -0.06 0.00
H 4.790 0.172 -1.775 -0.02 -0.07 0.01 0.00
H 3.134 0.418 -2.326 -0.02 -0.09 0.05 0.00
H 3.450 0.053 -0.615 0.12 -0.17 -0.13 0.00